Formula: C3H4O2
Source: the OMol25 dataset
Level of theory: ωB97M-V/def2-TZVPD

Geometry as XYZ:
```
9
Properties=species:S:1:pos:R:3:mulliken_spin:R:1
H 2.237 -0.138 0.146 0.00
C -1.253 1.061 -0.455 0.59
H -1.348 -1.070 0.044 0.09
O 1.949 0.642 -0.364 0.14
C -0.284 0.346 -0.899 0.97
O 1.150 -0.077 -1.369 0.14
C -0.830 -0.216 0.552 0.03
H -1.645 0.013 1.319 0.01
H 0.024 -0.560 1.026 0.03
```

## Properties
- energy relative to the best compared isomer or geometry (same formula, charge and spin) (kJ/mol) = 805.6
- LUMO (alpha / beta) (Eh) = 0.022 / -0.104
- energy (eV) = -7257.8976
- HOMO (alpha / beta) (Eh) = -0.2428 / -0.3867
- spin multiplicity = 3
- orbital gap (alpha / beta) (eV) = 7.2 / 7.7
- ⟨S²⟩ = 2.009